Record 1
The following is a quantum chemistry calculation of a cluster of 2 separate species, C10H16O in total, from OMol25.

Atoms and positions in Å:
C -2.77348 -2.30834 2.22731
C -1.89811 -1.09856 1.95812
C -0.77591 -1.21599 1.09502
C -0.07890 -0.07531 0.80777
C -0.47923 1.16970 1.32130
O 0.10736 2.22737 0.70036
C -1.59198 1.33075 2.13865
C -2.30450 0.13363 2.42680
H -2.59233 -3.07747 1.45379
H -3.80639 -1.94812 2.18025
H -2.43411 -2.89484 3.08362
H -0.50354 -2.24350 0.87490
H 0.88883 -0.05062 0.26853
H 0.36267 2.94844 1.28599
H -1.91543 2.25830 2.54733
H -3.08791 0.26556 3.16838
C 1.98329 -0.90006 -2.75779
C 2.61372 0.44511 -2.30681
C 1.66277 1.63808 -2.35798
H 1.29479 -0.64796 -3.56367
H 1.51359 -1.46844 -1.94534
H 2.80213 -1.50564 -3.13017
H 3.04726 0.31918 -1.29142
H 3.45442 0.72158 -2.98752
H 1.36670 1.73422 -3.39563
H 0.82861 1.73885 -1.65778
H 2.31568 2.50408 -2.14402

Computed properties:
multiplicity	1
HOMO-LUMO gap	0.3424	Eh
ΔE to the lowest compared entry with this formula, charge and spin	147.96	kJ/mol
E_tot	-465.84144	hartree
SMILES string	Cc1ccc(O)cc1.CCC

***

Record 2
The following is a quantum chemistry calculation of a cluster of 2 separate species, C10H16O in total, from OMol25.

Atoms and positions in Å:
C -2.05837 -2.56327 -1.22397
C -0.59825 -2.07957 -0.97854
C -0.26318 -0.82120 -0.53390
C 1.08338 -0.57044 -0.19222
C 1.99852 -1.55210 -0.38170
O 3.33449 -1.26261 -0.11433
C 1.76618 -2.82611 -0.83745
C 0.35189 -3.12902 -0.95377
H -2.87956 -1.87025 -1.31120
H -2.26613 -3.32183 -0.41899
H -2.18791 -3.08896 -2.18707
H -1.10345 -0.18927 -0.33713
H 1.32794 0.36964 0.47625
H 3.58808 -1.32730 0.88285
H 2.72055 -3.45815 -1.05058
H 0.09644 -4.06592 -1.11966
C 0.82478 2.65385 1.11033
C -0.67151 2.26089 1.17464
C -1.56028 3.48559 0.65326
H 1.63333 2.25790 1.82419
H 1.25103 2.44060 0.07608
H 0.89755 3.85149 1.16502
H -0.82814 1.51433 0.45180
H -0.95133 2.05927 2.21910
H -1.99272 4.08184 1.62064
H -1.06274 4.08215 -0.15644
H -2.45059 3.06843 0.14279

Computed properties:
multiplicity	1
HOMO-LUMO gap	0.3531	Eh
ΔE to the lowest compared entry with this formula, charge and spin	317.40	kJ/mol
E_tot	-465.77691	hartree
SMILES string	Cc1ccc(O)cc1.CCC

***

Record 3
The following is a quantum chemistry calculation of a cluster of 2 separate species, C10H16O in total, from OMol25.

Atoms and positions in Å:
C -3.12593 1.08404 -0.14370
C -1.63275 0.55018 -0.33729
C -0.59871 1.54091 -0.37195
C 0.50119 1.15793 -1.07736
C 0.63578 -0.17190 -1.62065
O 1.76320 -0.25209 -2.38745
C -0.15634 -1.23921 -1.26445
C -1.37656 -0.70643 -0.62217
H -3.57163 0.12421 0.20089
H -3.75345 1.44268 -0.84873
H -3.10924 1.66871 0.77670
H -0.62461 2.54100 0.13623
H 1.36754 1.82991 -1.25493
H 2.36386 0.61110 -2.63464
H -0.01841 -2.23319 -1.52333
H -2.18176 -1.49674 -0.57145
C 0.62278 -0.01798 3.26046
C 0.80275 -1.05393 2.15106
C 2.00183 -0.77000 1.22369
H 0.42563 -0.53167 4.23566
H -0.27473 0.45678 3.07515
H 1.42262 0.77321 3.30427
H 1.09214 -2.00030 2.68445
H -0.08775 -1.24492 1.41693
H 2.87173 -0.78440 1.77070
H 2.29459 -1.53099 0.54238
H 1.63367 0.14977 0.60347

Computed properties:
multiplicity	1
HOMO-LUMO gap	0.3309	Eh
ΔE to the lowest compared entry with this formula, charge and spin	368.81	kJ/mol
E_tot	-465.75733	hartree
SMILES string	Cc1ccc(O)cc1.CCC

***

Record 4
The following is a quantum chemistry calculation of an isolated molecule of C10H16O2, from OMol25.

Atoms and positions in Å:
C -1.99438 0.34146 0.60618
C -0.70250 -0.34068 0.05932
C -0.90050 -1.83999 0.12237
C 0.71839 -0.10930 0.78385
C 0.96637 -0.38655 2.31894
C 1.59964 -0.75628 -0.29042
C 1.18389 -0.45553 -1.50873
C -0.11975 0.32978 -1.25513
C -1.01088 0.67496 -2.46107
O 0.31198 1.62106 -0.64117
C 0.84377 1.38712 0.54769
O 2.23066 1.71812 0.61732
H -2.86954 -0.21725 0.37001
H -2.01916 1.32805 -0.02490
H -1.98916 0.52452 1.58601
H -1.51385 -2.21890 -0.67646
H -1.36605 -2.03086 1.05691
H -0.07020 -2.57778 0.14485
H 0.28809 0.07810 2.96495
H 1.94631 -0.13539 2.64034
H 1.01658 -1.39648 2.52754
H 2.67296 -0.99034 -0.02777
H 1.67610 -0.71166 -2.42819
H -1.09655 1.70895 -2.65238
H -2.00798 0.38428 -2.15303
H -0.78574 0.15337 -3.29319
H 0.41156 2.06694 1.34803
H 2.57995 1.85028 -0.28186

Computed properties:
multiplicity	1
HOMO-LUMO gap	0.3796	Eh
ΔE to the lowest compared entry with this formula, charge and spin	235.40	kJ/mol
E_tot	-541.02485	hartree
SMILES string	CC1(C)[C@@]2(C)C=C[C@]1(C)O[C@@H]2O

***

Record 5
The following is a quantum chemistry calculation of a cluster of 2 separate species, C10H16OS in total, from OMol25.

Atoms and positions in Å:
C -1.07365 2.84939 -1.70481
C 1.39673 1.20214 -0.19244
C 2.00527 -0.24772 -0.32233
C -0.31554 -0.71736 -1.15820
C -0.04007 1.20203 0.26185
C 0.86256 -1.20546 -0.20769
C -0.85204 0.00251 0.04343
C -0.08260 -1.13650 0.93125
C 0.27339 -0.60323 2.28390
C -0.96178 -2.46558 0.95673
O -2.66462 3.99291 -3.24686
S -2.56246 2.80488 -2.32648
H -0.13923 3.27682 -1.65798
H 2.13508 1.85051 0.52589
H 1.48170 1.72045 -1.24315
H 2.40235 -0.29745 -1.26262
H 2.82863 -0.36783 0.49452
H 0.14982 -0.19678 -1.99338
H -0.86019 -1.55532 -1.59242
H -0.51338 1.89471 0.97714
H 1.21834 -2.29395 -0.38712
H -1.84933 0.00154 0.19098
H 0.40788 -1.39122 2.93565
H -0.69666 -0.17959 2.65597
H 1.02110 0.20305 2.36418
H -0.38757 -3.35594 1.03854
H -1.40973 -2.52752 -0.05438
H -1.77405 -2.45948 1.68983

Computed properties:
multiplicity	1
HOMO-LUMO gap (spin up / spin down)	0.2484 / 0.3295	Eh
ΔE to the lowest compared entry with this formula, charge and spin	720.99	kJ/mol
E_tot	-863.78843	hartree

***

Record 6
The following is a quantum chemistry calculation of an isolated molecule of C10H16OS, from OMol25.

Atoms and positions in Å:
C 0.12587 1.70619 -1.88521
C -1.01654 1.41345 -2.58486
C 0.32643 1.13281 -0.71094
C -1.73365 -0.04975 -0.44624
C 2.53587 0.34366 0.11507
C 1.45407 2.69491 0.81755
C -3.20933 -1.76792 0.49076
C -0.83857 -2.45264 -0.15697
C 1.25685 1.14091 0.46015
C -1.76412 -1.31259 0.44352
O -3.10847 -0.10276 -2.74017
S -1.84396 -0.02040 -2.10113
H 0.78888 2.23536 -2.52619
H -1.38606 1.91695 -3.42034
H 2.82129 0.70978 -0.78472
H 2.26231 -0.67192 -0.06586
H 3.13378 0.37290 0.93048
H 1.25079 3.32970 -0.03624
H 2.53595 2.95527 1.14952
H 0.76433 2.96759 1.53262
H -3.75992 -1.11705 1.07166
H -3.23930 -2.84445 0.99406
H -3.58020 -1.95506 -0.50176
H 0.30230 -2.06049 -0.16205
H -1.01904 -2.82581 -1.17505
H -0.61750 -3.25458 0.57622
H 0.72061 0.75327 1.35262
H -1.41593 -1.03948 1.41196

Computed properties:
⟨S²⟩	2.037
multiplicity	3
HOMO-LUMO gap (spin up / spin down)	0.2533 / 0.2619	Eh
E_tot	-863.72136	hartree

***

Record 7
The following is a quantum chemistry calculation of a cluster of 2 separate species, C10H16P in total, from OMol25.

Atoms and positions in Å:
C -3.48299 -0.31238 -0.46888
C -2.62499 0.45616 -1.22563
C -2.92239 -1.10040 0.54165
C -1.28400 0.57172 -0.85413
C -1.65886 -0.90238 0.99968
C -0.80786 -0.00609 0.29900
C 2.67364 1.48297 -1.19081
C 1.13411 -2.75710 -0.90119
C 1.03439 0.36612 2.42394
C 1.62877 1.59787 -0.08301
P 0.92128 0.11767 0.60917
H -4.60973 -0.20752 -0.65768
H -3.09205 0.91712 -2.09822
H -3.52485 -1.76368 1.15387
H -0.53738 1.15250 -1.55897
H -1.24832 -1.64089 1.63520
H 2.96186 2.57078 -1.54241
H 3.66893 0.94179 -0.93062
H 2.30727 1.06173 -2.06316
H 1.09071 -3.59574 -0.18867
H 1.99295 -2.04709 -1.03142
H 0.18600 -2.68290 -1.46829
H 0.33578 -0.33944 2.95858
H 0.94609 1.42947 2.57898
H 2.16444 0.24110 2.80666
H 0.85668 2.17589 -0.55705
H 1.89053 2.27271 0.81340

Computed properties:
multiplicity	1
HOMO-LUMO gap (spin up / spin down)	0.2164 / 0.3235	Eh
charge	+1
ΔE to the lowest compared entry with this formula, charge and spin	345.84	kJ/mol
E_tot	-731.58409	hartree

***

Record 8
The following is a quantum chemistry calculation of a cluster of 2 separate species, C10H16S in total, from OMol25.

Atoms and positions in Å:
C 0.28380 -2.30759 0.74535
C -0.73822 -3.38046 0.39339
C 2.43357 -1.74916 -1.15282
S 1.98601 -2.91886 0.23235
H -0.02399 -1.29805 0.49214
H 0.54008 -2.32358 1.80190
H -0.48433 -3.90434 -0.52836
H -1.74048 -2.96286 0.32845
H 2.90617 -2.40239 -1.88984
H 1.48671 -1.46605 -1.60162
H 3.14524 -1.08083 -0.68257
H -0.92582 -4.07467 1.21794
C -2.17458 0.52975 -1.28132
C -0.29602 2.14776 -1.03306
C -1.33101 1.42435 -0.44789
C 0.43094 3.14771 -0.32068
C -0.05154 3.58490 0.89531
C -1.82444 2.00239 0.74822
C -1.21840 3.02668 1.41962
H 0.09725 1.98518 -2.03346
H 1.29772 3.50913 -0.85328
H -2.28695 0.86790 -2.32100
H -3.21521 0.53809 -0.92592
H 0.56513 4.32292 1.39732
H -2.77492 1.56347 1.06175
H -1.54578 3.41591 2.37631
H -1.81933 -0.50418 -1.20078

Computed properties:
⟨S²⟩	0.752
multiplicity	2
HOMO-LUMO gap (spin up / spin down)	0.0690 / 0.2998	Eh
charge	-1
ΔE to the lowest compared entry with this formula, charge and spin	78.45	kJ/mol
E_tot	-788.73106	hartree